Entry 1:
C17H15BrCaO2 | the ωB97M-V functional and the def2-TZVPD basis

**Kohn-Sham gap**: 0.204 hartree
**Calculated total energy**: -110449.1251 eV
**LUMO energy**: 5.04 eV

```
! wB97M-V def2-TZVPD RIJCOSX def2/J DEFGRID3
* xyz -2 1
Br 0.979 -2.277 -0.179
C 1.139 1.229 4.546
H -2.705 0.333 -1.173
H 2.401 0.963 -0.395
H 2.142 1.545 4.804
H 1.598 0.999 2.467
H 0.866 2.422 -2.028
H 3.088 -1.270 -1.671
C 1.156 0.753 -3.456
C 1.319 1.478 -2.268
H 0.587 1.065 -4.312
C -1.053 -2.180 -2.585
H -1.882 0.630 5.984
C 2.139 0.711 -1.405
O 0.123 0.250 0.543
C -2.170 -0.339 -1.815
H -1.926 -2.132 -0.541
C -0.475 0.498 2.876
C 1.863 -0.473 -3.328
C 0.164 1.126 5.541
C -1.128 0.712 5.212
C -1.673 -0.038 -3.091
H -2.456 0.072 3.657
H -0.529 -1.286 -4.539
Ca 0.171 -0.433 -1.759
C -1.449 0.397 3.887
H 1.918 -1.259 -4.059
O -1.981 -0.354 1.189
C -1.003 -1.192 -3.579
C -1.766 -1.645 -1.484
C 0.823 0.919 3.219
H -1.792 0.898 -3.607
C 2.494 -0.473 -2.075
H 0.411 1.363 6.568
H -0.592 -3.150 -2.624
C -0.801 0.137 1.479
*
```

In elementary charge units, the natural (NBO) charges are: -0.855 -0.245 0.227 0.225 0.191 0.240 0.205 0.232 -0.391 -0.428 0.201 -0.405 0.187 -0.389 -0.799 -0.382 0.253 -0.044 -0.435 -0.245 -0.250 -0.446 0.232 0.195 1.664 -0.190 0.204 -0.759 -0.405 -0.371 -0.181 0.196 -0.350 0.184 0.222 0.717

---

Entry 2:
C4H4N2O | the ωB97M-V functional and the def2-TZVPD basis

**Kohn-Sham gap (spin up / spin down)**: 0.291 / 0.272 hartree
**<S²>**: 2.035
**Calculated total energy**: -9234.0806 eV
**LUMO energy (spin up / spin down)**: 0.57 / -1.56 eV

```
! wB97M-V def2-TZVPD RIJCOSX def2/J DEFGRID3
* xyz 0 3
C 0.106 -0.412 -0.189
O 2.411 1.930 -0.426
N -2.327 -0.458 -0.419
H 2.350 1.074 1.381
C -1.080 0.204 -0.277
H -2.277 -1.389 0.063
H -0.984 1.380 -0.195
H -3.141 -0.152 -0.726
C 1.032 -1.334 0.041
C 1.998 1.188 0.388
N 1.913 -2.031 0.358
*
```

In elementary charge units, the natural (NBO) charges are: -0.064 -0.449 -0.805 0.125 -0.006 0.396 0.221 0.390 0.142 0.331 -0.283

---

Entry 3:
C13H40ClO11 | the ωB97M-V functional and the def2-TZVPD basis

**Kohn-Sham gap**: 0.294 hartree
**Calculated total energy**: -49165.8260 eV
**LUMO energy**: 2.29 eV

```
! wB97M-V def2-TZVPD RIJCOSX def2/J DEFGRID3
* xyz -1 1
C 3.030 -5.060 -3.357
H -5.737 -0.332 4.414
O 7.864 -1.430 0.508
H 1.973 8.983 -3.898
H -6.041 -1.071 -5.184
H -0.300 8.000 2.294
H 3.738 -4.399 -3.857
H 6.250 -1.251 1.607
H 0.829 8.653 -2.616
O -0.168 2.184 0.605
H 8.776 -1.711 0.611
C 1.801 -5.233 -4.254
O 0.724 2.829 -1.489
H 7.618 -1.837 2.567
H -3.654 -1.253 -2.206
C 2.242 -2.292 6.828
H -4.599 -0.724 3.140
H -1.652 6.685 1.333
H 1.296 -4.275 -4.374
C 0.705 -6.199 -3.782
C -5.227 -0.348 -3.335
C 1.886 8.817 -2.824
O -6.472 -1.703 2.981
H -0.081 -1.359 5.535
C 1.969 -2.063 5.333
H 2.762 -4.593 -2.409
H -5.899 0.252 2.731
O 2.311 -5.713 -5.456
O 1.641 1.047 -0.273
H -5.198 0.593 -2.787
H 1.021 -7.239 -3.863
O -2.136 7.451 1.650
H -0.173 -6.181 -4.428
H 3.556 -5.970 -3.068
H 2.039 -3.352 6.980
H 2.541 7.956 -2.687
O 2.320 10.028 -2.335
H 1.551 -1.718 7.446
O -6.096 -1.256 -2.621
H 3.286 -2.128 7.094
H -7.338 -1.460 3.315
Cl 1.007 2.315 -0.177
H -5.802 -1.297 -1.708
C -1.260 8.458 2.053
H -3.884 -1.985 -3.829
C 7.108 -1.923 1.608
H -4.990 0.376 -5.412
H -1.561 9.010 2.943
C -5.659 -0.604 3.361
C -3.843 -1.056 -3.261
H -6.506 0.584 -4.822
O 2.355 -0.706 4.976
O 1.915 3.220 0.489
H 0.307 -2.139 3.950
H 2.474 10.061 -1.388
H 2.630 -6.617 -5.411
H 2.041 -0.504 4.092
H 6.908 -2.970 1.379
H 2.608 -2.728 4.751
H -1.178 9.239 1.297
C 0.452 -2.164 5.030
H 0.111 -3.128 5.408
H -2.967 -0.596 -3.718
C -5.690 -0.135 -4.750
H 0.464 -6.042 -2.731
*
```

In elementary charge units, the natural (NBO) charges are: -0.630 0.160 -0.721 0.170 0.215 0.171 0.223 0.202 0.165 -0.892 0.454 0.097 -0.887 0.157 0.204 -0.620 0.192 0.484 0.183 -0.628 0.095 -0.247 -0.713 0.218 0.105 0.210 0.163 -0.729 -0.897 0.165 0.188 -0.730 0.216 0.195 0.199 0.175 -0.729 0.208 -0.734 0.216 0.459 2.582 0.468 -0.240 0.202 -0.252 0.220 0.162 -0.261 -0.627 0.209 -0.742 -0.905 0.216 0.466 0.464 0.477 0.160 0.159 0.153 -0.633 0.197 0.218 -0.635 0.212

---

Entry 4:
C29H56FNO11 | the ωB97M-V functional and the def2-TZVPD basis

**Kohn-Sham gap**: 0.315 hartree
**Calculated total energy**: -57696.0376 eV
**LUMO energy**: -0.34 eV

```
! wB97M-V def2-TZVPD RIJCOSX def2/J DEFGRID3
* xyz 0 1
C -4.616 3.920 -0.017
C 4.585 -5.878 -1.686
C 5.804 1.646 -1.700
C -4.685 -0.163 3.440
H -7.380 5.412 3.455
H -1.096 4.595 0.400
H -2.196 0.159 -0.660
C 2.692 1.792 -1.767
H 4.576 0.072 -0.809
O -2.465 3.261 -1.513
H 5.219 -6.769 1.456
H 4.867 -6.870 -3.586
C 6.459 -8.924 -2.209
O 7.284 -5.136 -0.624
H 3.195 2.156 -2.662
H -5.344 3.657 3.746
H -4.617 -1.231 3.916
H -9.284 1.535 -3.133
O -6.845 2.525 0.368
H -9.652 1.486 -1.279
H 7.399 -5.733 1.323
H 1.284 4.396 2.290
C 4.945 -7.114 -2.520
H -8.674 4.148 4.009
H 6.012 -7.422 0.047
H -7.386 1.465 4.887
C -8.105 3.110 -1.782
H 3.843 -2.352 -2.090
H 5.967 2.726 -1.542
C -5.183 0.952 4.543
H -4.634 3.930 1.176
H 4.238 -7.926 -2.292
H -4.028 0.239 0.551
C 4.778 1.136 -0.680
H -4.719 1.650 1.602
H 5.290 -5.063 -1.849
H 7.720 -3.619 -1.920
H -8.004 0.763 -1.854
C -3.254 0.297 2.708
C -1.654 1.167 -0.324
C -6.414 3.400 4.175
H 2.088 -2.347 -2.385
H -6.432 3.678 5.329
H 6.670 2.490 -4.201
H 1.877 2.496 -1.569
H -2.725 1.000 3.492
H 5.305 3.417 -3.486
C -0.719 3.776 1.153
H 6.755 1.124 -1.554
H -7.811 3.964 2.326
O 4.411 -6.127 -0.283
C -3.412 2.895 -0.449
H -5.356 0.355 5.562
C 2.909 -1.813 -1.909
C -6.568 1.760 4.069
C -7.623 4.244 3.453
O -8.962 4.096 -1.417
C 2.064 0.410 -1.992
O 5.374 1.381 -3.033
H -4.006 1.993 -0.956
O 3.557 1.882 -0.625
H 3.614 -5.514 -2.037
H 6.460 -9.347 -3.213
H 6.584 -3.170 -0.641
C 7.488 -3.752 -0.861
H 7.422 -9.125 -1.733
C -2.557 2.101 0.728
H 5.226 1.236 0.316
H -0.249 5.533 2.680
H -1.318 2.316 2.467
C -3.706 1.082 1.326
H 6.148 -4.496 1.016
H 1.282 0.486 -2.756
C 5.613 2.459 -3.924
F -0.344 0.650 0.147
H -4.471 5.032 -0.352
H 5.014 2.296 -4.823
O -6.639 3.414 -1.855
C -8.767 1.637 -2.066
C 0.122 4.426 2.445
H 2.758 -1.761 -0.825
H 5.679 -9.386 -1.596
H -5.529 -0.219 2.602
H -6.989 1.377 3.046
H -2.568 -0.629 2.444
O 6.293 -7.514 -2.275
H 8.328 -3.388 -0.264
H 0.103 3.146 0.559
O -1.179 1.636 -2.963
H -4.338 1.759 4.782
C -1.688 2.003 -1.772
C 6.632 -5.404 0.615
H -0.086 3.821 3.451
C 5.579 -6.508 0.454
O 3.039 -0.515 -2.473
N -1.812 2.925 1.761
H 1.608 0.060 -1.054
C -6.072 3.266 -0.474
*
```

In elementary charge units, the Löwdin charges are: 0.021 -0.170 -0.188 -0.209 0.080 0.128 0.176 -0.159 0.109 -0.054 0.126 0.124 -0.109 -0.208 0.111 0.096 0.105 0.107 -0.045 0.113 0.123 0.078 -0.185 0.086 0.109 0.112 -0.256 0.080 0.124 -0.204 0.139 0.124 0.139 -0.173 0.111 0.107 0.091 0.095 -0.177 -0.063 -0.266 0.086 0.116 0.085 0.116 0.099 0.086 -0.239 0.122 0.059 -0.130 -0.219 0.112 -0.106 -0.218 -0.153 -0.012 -0.185 -0.209 0.162 -0.131 0.123 0.085 0.080 -0.108 0.090 -0.291 0.125 0.083 0.107 -0.134 0.125 0.117 -0.111 -0.068 0.148 0.090 -0.017 -0.029 -0.109 0.088 0.085 0.106 0.098 0.119 -0.210 0.086 0.119 0.015 0.108 -0.145 -0.187 0.080 -0.172 -0.206 -0.017 0.105 -0.166